# 1
122
Properties=species:S:1:pos:R:3:forces:R:3:lowdin_charge:R:1 method="wB97M-V/def2-TZVPD" fmax_ha_per_bohr=0.0387 multiplicity=1 charge=-2 de_lowest_ev=0.188
H -3.0547 1.9671 4.8456 -0.04 0.00 0.04 0.027
C 0.5169 5.7355 -1.1145 -0.05 -0.01 -0.01 -0.060
H -2.7377 6.6359 -0.0233 0.01 0.03 0.00 0.007
C 5.2583 3.4199 1.7625 0.02 0.02 0.01 -0.083
H -1.5807 2.0588 0.9248 0.05 0.02 0.04 0.030
Br 0.2767 2.5378 -4.9673 -0.03 -0.12 0.07 0.571
C 2.7328 4.1061 -1.2787 0.06 -0.05 -0.02 -0.057
H -1.9454 -4.9159 -1.2011 0.04 0.01 0.04 0.108
H -4.6943 3.4120 -0.7305 -0.04 -0.01 0.00 0.019
C 0.3519 -3.7675 3.9423 0.07 -0.14 -0.02 -0.219
C -2.2245 2.0230 1.8088 -0.08 -0.03 0.00 -0.217
C 4.5240 2.3884 1.2062 0.00 0.06 0.01 -0.009
O 2.3593 -1.4660 1.2765 0.36 -0.26 0.49 -0.228
N 4.5822 0.1795 0.1185 0.29 0.15 0.03 0.125
C 2.9235 5.4888 -1.2096 -0.07 -0.02 0.00 -0.148
H -4.2177 -5.2333 -2.0920 -0.01 0.00 0.00 0.110
S 0.1736 -3.1890 -1.9117 0.00 -0.45 0.30 0.528
H -3.2038 -0.0484 -0.1169 -0.04 -0.02 0.02 0.004
H 4.5375 -4.2766 -4.5058 0.01 0.01 -0.01 0.097
C 4.6032 -2.1212 -4.5551 -0.04 -0.02 -0.02 -0.107
Si -1.5106 1.0123 3.2036 0.06 -0.22 -0.24 0.277
H -2.8813 -3.4354 4.5217 0.03 -0.04 -0.05 0.005
C -3.7417 3.0445 -1.1224 0.00 -0.16 0.03 -0.195
H -2.3850 -1.4546 -0.7873 0.00 -0.05 0.01 -0.002
H 0.5985 1.2411 4.5184 -0.01 0.00 0.06 0.007
H 8.4113 2.1811 1.4553 0.01 -0.01 0.00 0.094
C -2.8192 -3.7230 1.4115 -0.07 -0.14 0.04 -0.218
H 2.5895 -3.2497 0.5251 0.04 0.03 0.10 0.005
C 0.2610 -1.2828 5.6696 0.05 0.03 0.09 -0.216
H 1.8935 7.3673 -1.0729 0.00 0.00 0.00 0.081
H -3.2019 1.6415 1.4977 0.04 0.02 0.09 0.014
H 7.2032 4.1738 2.2934 0.01 0.00 0.01 0.088
C 4.0207 -3.3529 -4.2689 0.04 -0.02 0.01 -0.093
H -0.1262 0.0784 -4.8894 0.00 0.04 -0.01 -0.010
C 5.1967 1.2701 0.7217 -0.25 -0.04 -0.13 -0.294
N 5.1870 -1.8836 -0.8135 0.06 -0.06 -0.04 0.119
Rb 1.1027 -0.3400 -0.6465 -0.46 0.72 -1.80 0.893
N 2.1750 -0.4650 2.0082 0.02 0.06 0.04 -0.658
H 3.4449 2.4269 1.1407 0.00 -0.04 0.00 0.106
H -2.2279 6.3001 -2.8037 0.02 0.02 -0.01 0.009
H 2.3197 -4.3498 -3.4327 -0.01 0.00 -0.01 0.090
H -1.8644 -3.9735 0.9478 0.03 0.04 -0.05 0.011
H -5.3187 -2.1105 2.0962 -0.09 0.04 0.04 0.026
C 2.1200 -2.2020 -3.3594 -0.36 -0.11 0.15 -0.391
H -5.5331 -4.9876 -4.6014 0.01 -0.01 0.00 0.075
H -0.0898 -4.3139 3.1063 -0.03 -0.03 0.02 0.020
C 1.4671 3.5860 -1.2611 0.06 -0.11 0.02 -0.230
H 0.9662 0.5829 -3.5809 -0.07 0.02 0.03 -0.051
H 3.5689 3.4192 -1.3423 0.00 0.01 0.00 0.107
H -2.8689 -1.9544 5.4746 0.00 0.03 0.02 0.010
O 3.0266 -3.8425 -0.1058 -0.03 0.01 -0.06 -0.075
O 0.7955 -4.5142 -1.8794 -0.04 0.04 0.06 -0.339
As -0.8846 -1.1007 2.3341 -0.32 0.36 0.37 0.902
H -4.1439 -1.4851 -0.5598 0.00 0.02 -0.05 0.039
C -2.2646 -2.8085 5.1655 -0.05 -0.03 0.11 -0.223
H -0.3412 6.3945 -1.0457 -0.05 0.04 0.01 0.077
H -3.4315 -2.3278 -5.1261 0.00 0.01 -0.01 0.109
C -3.5450 -4.5295 -2.5707 -0.05 -0.01 -0.01 -0.046
C -2.2735 -4.3536 -2.0634 0.03 0.03 -0.11 -0.061
C -1.8197 -2.7266 -3.7733 -0.08 -0.04 -0.03 -0.066
C 0.2613 4.3308 -1.1768 0.04 0.14 0.01 -0.355
H 1.2078 -0.8951 5.2946 0.01 -0.06 -0.05 0.013
Br -1.4432 0.7741 -2.9013 -0.04 -0.02 -0.10 0.676
Si -0.6538 -2.2536 4.3642 -0.07 0.02 -0.34 0.250
H -2.4465 0.4248 5.4523 0.04 -0.02 0.07 0.005
C 2.7829 -3.4073 -3.6733 0.08 -0.04 -0.08 -0.026
C -3.1975 -1.1411 -0.1301 -0.04 0.05 -0.08 -0.206
H 0.6166 2.2491 3.0959 -0.02 0.01 -0.03 0.027
H 4.2776 -0.0076 -4.4191 0.01 0.00 0.01 0.105
H -2.6174 4.7855 -3.6202 -0.01 -0.03 -0.01 0.014
H -3.9183 2.6469 -2.1246 0.01 0.00 -0.04 0.005
O 2.3603 -0.5456 3.2189 0.13 -0.02 0.55 -0.023
C -4.5335 -1.4918 2.5424 -0.10 0.02 0.04 -0.218
Si -2.4419 4.4088 -1.1701 0.02 0.00 -0.05 0.312
N -0.9205 3.7179 -1.1582 0.10 0.01 0.05 -0.054
H -2.8754 -4.2406 2.3716 -0.02 0.01 0.02 0.013
C -0.0224 1.8873 3.9009 0.07 0.05 0.03 -0.203
F 1.3482 2.2210 -1.3230 0.08 0.28 -0.15 -0.110
H -3.8084 5.4248 0.6902 -0.02 0.03 0.01 0.007
Si -2.9656 -1.8617 1.5786 0.35 0.02 -0.12 0.260
H -2.0856 5.4337 1.0885 0.02 -0.03 0.01 0.013
C 1.7900 6.2875 -1.1281 -0.01 -0.04 0.00 -0.150
H -3.7302 0.4446 4.2457 0.00 0.02 -0.03 -0.001
N 0.8716 -2.1124 -2.7676 0.42 -0.16 -0.66 -0.212
H 4.7371 4.2959 2.1266 0.01 0.01 0.01 0.101
C 5.4625 -0.7026 -0.2017 -0.35 -0.24 -0.11 -0.676
H 4.2587 -2.2824 -0.6868 -0.02 0.03 0.04 0.067
H 5.9138 -2.5779 -0.7992 -0.02 -0.01 0.00 0.084
C 6.5927 1.2096 0.8227 0.11 0.05 0.08 -0.491
C -3.9849 -3.8018 -3.6789 -0.01 -0.02 0.04 -0.282
H -2.3615 3.0576 2.1394 -0.04 0.01 -0.02 0.037
C -3.1062 -2.9111 -4.2724 0.08 0.06 -0.02 -0.037
N 2.6762 -1.0167 -3.6452 0.06 -0.05 0.02 0.100
H -2.0094 -3.3873 6.0596 -0.07 -0.02 0.03 0.024
H 5.5789 -2.0328 -5.0124 0.01 -0.01 0.00 0.085
C -5.3830 -3.9800 -4.2065 -0.02 -0.02 -0.02 -0.061
C 7.3322 2.2398 1.3860 -0.01 0.01 -0.01 -0.120
H -1.1417 -2.0185 -4.2259 0.02 0.02 0.02 0.080
H -3.8895 5.6856 -2.7703 -0.01 0.02 -0.02 0.013
C -2.8064 5.5885 0.2827 -0.05 0.02 0.05 -0.193
H 0.4333 -4.4430 4.7995 0.05 -0.02 -0.01 0.023
H -0.3782 2.7331 4.4982 0.08 0.05 0.01 0.029
H -4.4698 -1.7268 3.6037 0.02 -0.06 0.03 0.005
H -5.5910 -3.2711 -5.0074 0.00 0.00 -0.01 0.069
C -2.8118 0.9377 4.5627 -0.05 0.05 0.09 -0.215
C 3.8773 -0.9975 -4.2214 0.00 0.19 0.01 -0.157
C -2.8344 5.3936 -2.7388 -0.04 0.09 -0.02 -0.191
S 7.1437 -0.3013 0.1557 0.16 0.04 0.02 1.035
H 2.3015 -4.2068 -0.6396 0.04 0.01 -0.01 -0.001
H 1.3518 -3.4578 3.6295 0.01 0.02 0.02 0.030
C 6.6509 3.3522 1.8548 -0.06 -0.01 -0.02 -0.117
H -4.8282 -0.4457 2.4426 -0.01 0.01 -0.03 0.021
O -0.1201 -2.6565 -0.5833 -0.38 -0.77 -0.38 -0.489
H 0.4579 -1.9718 6.4975 0.05 0.05 0.07 0.028
H -3.6272 -4.0927 0.7726 0.00 -0.07 0.00 0.024
C 0.0486 0.8098 -4.1102 0.01 0.11 -0.03 -1.057
H 3.9205 5.9095 -1.2152 0.00 0.01 0.00 0.075
O 1.7571 0.5975 1.4944 0.67 0.39 1.43 -0.283
H -6.1251 -3.8244 -3.4215 0.01 0.00 0.02 0.076
H -0.3249 -0.4475 6.0520 -0.05 0.04 0.05 0.014
C -1.4098 -3.4410 -2.6666 -0.19 0.00 0.04 -0.263
H -3.4048 2.2167 -0.4917 -0.10 0.15 -0.15 -0.027


# 2
107
Properties=species:S:1:pos:R:3:forces:R:3:lowdin_charge:R:1 method="wB97M-V/def2-TZVPD" fmax_ha_per_bohr=0.0050 multiplicity=2 charge=+3 de_lowest_ev=0.000
H -4.4102 -0.6301 -5.0779 0.00 0.00 0.00 0.099
H 0.9867 -5.2194 -1.8059 0.00 0.00 0.00 0.162
C 4.7564 -0.0477 -0.6372 0.00 0.02 -0.01 -0.162
H -6.5158 2.2948 -4.0684 0.00 0.00 0.00 0.073
H -5.2403 5.5181 -5.6523 0.00 0.00 0.00 0.070
C -4.2113 0.3734 -4.6933 0.00 0.00 0.00 -0.075
C -5.9373 2.9431 -3.4125 0.00 -0.01 0.00 -0.086
C -4.9891 3.8850 -4.1626 0.00 0.00 0.00 -0.609
C -4.2714 4.7624 -3.1205 0.00 0.00 0.00 -0.071
H -3.6135 4.1758 -2.4753 -0.01 0.00 0.00 0.090
C 3.8221 -3.9792 2.4188 0.00 0.00 0.00 -0.113
C 1.4725 1.2433 4.3014 0.01 0.00 0.00 -0.111
H -2.8080 1.3020 -7.7235 0.00 0.00 0.00 0.074
H 2.7624 -4.9165 8.0985 0.00 0.00 0.00 0.101
H -0.7323 3.2883 -5.3333 0.00 0.01 0.00 0.089
C -1.1772 -4.2225 0.5149 0.00 0.00 0.00 -0.366
N 3.3320 -2.7241 2.3717 -0.02 0.04 -0.04 -0.085
H -0.4184 3.2587 4.1883 0.00 0.00 0.00 0.083
C 2.8466 -2.1956 3.5163 0.01 0.00 0.01 -0.185
N 2.4555 -0.2857 2.1595 0.01 0.00 -0.03 -0.077
C 2.5179 -6.3182 5.7847 0.00 0.00 0.00 -0.024
H 4.8952 -1.8938 -1.8739 0.01 0.00 0.00 0.126
C -5.3800 1.4092 -6.6817 0.00 0.00 0.00 -0.060
C 5.4761 -2.0362 0.2955 0.02 0.01 -0.02 -0.211
N 0.5635 -4.8072 -0.9850 0.01 -0.02 -0.01 -0.027
C -5.8332 4.7814 -5.1101 0.00 0.00 0.00 -0.059
H -4.0756 4.8181 -7.6949 0.00 0.00 0.00 0.090
H 4.1995 -4.3823 1.4922 0.00 0.00 0.00 0.079
H -3.6961 5.5706 -3.5615 0.01 0.00 0.00 0.060
S 0.3444 -3.4310 1.1395 0.01 0.01 -0.01 0.961
H -1.1694 2.5326 -6.8742 0.00 0.00 0.01 0.060
H 5.2548 -5.9931 5.5689 0.00 0.00 0.00 0.086
H 4.8108 -6.0063 7.2702 0.00 0.00 0.00 0.102
C 1.8820 -0.0771 4.4673 -0.01 0.00 0.00 0.084
H -0.4896 -6.2496 0.1144 0.00 0.00 0.00 0.136
C 3.3235 -4.2114 4.7602 0.00 0.01 0.00 -0.109
C 2.7292 -4.2811 7.2146 0.00 0.00 0.00 -0.050
H 1.2812 2.7792 2.7902 0.00 0.00 0.00 0.129
H 1.8470 0.9704 7.0919 0.00 0.00 0.00 0.094
H 2.9426 -6.9269 4.9857 0.00 0.00 0.00 0.085
H 4.3638 0.6705 -1.3376 0.00 0.00 0.00 0.118
H -1.7433 -4.6190 1.3531 0.00 0.00 0.00 0.094
C 1.9296 3.2801 5.6266 -0.01 0.00 0.00 -0.022
H -3.2375 6.1563 -5.6450 0.00 0.00 0.00 0.074
H -1.8334 5.5727 -4.7357 0.00 0.00 0.00 0.088
H -2.4262 4.8181 -8.3038 0.00 0.00 0.00 0.110
C -4.0430 1.3179 -5.8966 0.00 0.00 -0.01 -0.610
C -1.1527 3.4695 -6.3254 0.00 0.00 0.00 -0.073
C 0.9592 2.1002 5.4438 0.00 0.00 0.00 -0.554
H 5.3952 -4.5142 6.5325 0.00 0.00 0.00 0.098
C 4.7898 -5.4057 6.3611 0.00 0.00 0.00 -0.022
H 0.1914 0.4662 6.6764 0.00 0.00 0.00 0.095
H -3.3268 -0.2670 -7.1381 0.00 0.00 0.00 0.100
Br 1.6281 -0.4979 -0.9064 0.04 -0.13 0.22 0.197
H 2.9321 2.9331 5.8822 0.00 0.00 0.00 0.097
C -0.4369 2.6293 5.0784 -0.01 0.00 0.00 -0.027
H -5.6409 0.4015 -7.0155 0.00 0.00 0.00 0.109
H -1.1398 1.8113 4.9109 0.00 0.00 0.00 0.097
H 4.2545 -5.7252 3.5247 0.00 0.00 0.00 0.132
H -2.0240 0.5788 -6.3105 0.00 0.00 0.00 0.086
H -1.6576 6.1026 -6.4028 0.00 0.00 0.00 0.102
H 2.5155 -6.9226 6.6915 0.00 0.00 0.00 0.101
C -2.3192 5.5756 -5.7114 0.00 0.00 0.01 -0.084
H -5.0405 0.6442 -4.0465 0.00 0.00 0.00 0.058
C -3.1343 4.2643 -7.6820 0.00 0.01 0.00 -0.060
H -5.4104 2.3272 -2.6835 0.00 0.00 0.00 0.087
H -6.5475 5.3348 -4.4950 0.00 0.00 0.00 0.110
H -3.2924 3.2977 -8.1609 0.00 0.00 0.00 0.068
H 3.2902 -3.3739 7.4494 0.00 0.00 0.00 0.094
C -0.6889 -5.3200 -0.4219 -0.01 0.00 -0.01 -0.176
C 2.8233 -2.9136 4.6979 0.00 -0.01 0.00 0.085
H -1.4013 -5.5157 -1.2200 0.00 -0.01 0.00 0.137
H -1.7656 -3.4680 -0.0029 0.00 0.00 0.00 0.091
C 5.0332 0.1901 0.7215 0.01 0.00 0.00 -0.118
C 5.0070 -1.4176 -0.9124 0.00 -0.04 0.01 -0.213
C 2.0522 0.9870 1.9799 0.01 0.00 0.00 -0.129
H -5.0322 5.2151 -2.4803 0.00 0.00 0.00 0.102
H 2.4174 -2.4559 5.5854 0.00 0.00 0.00 0.109
H -6.4131 4.2003 -5.8310 0.00 0.00 0.00 0.089
C 5.4732 -1.0280 1.3136 -0.03 0.00 0.02 -0.149
H 1.5756 3.9141 6.4393 0.00 0.00 0.00 0.101
H -6.2119 1.7735 -6.0790 0.00 0.00 0.00 0.069
H 5.7889 -1.1564 2.3371 0.00 0.01 0.00 0.138
H 5.8514 -3.0423 0.3905 -0.01 0.00 0.00 0.129
H 2.1189 1.3674 0.9719 0.00 0.00 0.00 0.063
H -0.8161 3.2360 5.9003 0.00 0.00 0.00 0.100
C 3.8377 -4.7289 3.5674 0.00 0.00 -0.01 0.039
H 0.4769 1.9732 7.5323 0.00 0.00 0.00 0.100
H 1.6822 -4.0207 7.0433 0.00 0.00 0.00 0.094
H -3.3013 0.3168 -4.0913 0.00 0.00 0.00 0.088
C 3.3328 -5.0378 6.0323 0.00 0.00 0.00 -0.553
H -6.6516 3.5595 -2.8617 0.00 0.00 0.00 0.101
H -0.4670 4.1412 -6.8472 0.00 0.00 -0.01 0.101
C 1.2341 -3.9483 -0.2457 0.03 -0.07 0.07 -1.032
Si -3.7763 3.0915 -5.3504 -0.09 0.08 -0.11 1.147
S 2.8381 -3.5310 -0.5990 -0.05 0.15 -0.04 0.688
H 4.9050 1.1303 1.2349 0.00 0.00 0.01 0.136
Re 3.3885 -1.4678 0.6482 0.07 -0.05 -0.05 1.054
H 1.8284 -0.5344 5.4420 0.00 0.00 0.00 0.108
H 1.4817 -6.0858 5.5318 0.00 0.00 0.00 0.095
C 2.3691 -0.8090 3.4003 -0.02 0.00 -0.01 -0.170
C 0.8688 1.3196 6.7543 0.00 0.00 0.00 -0.050
H 1.9953 3.8973 4.7298 0.00 0.00 0.00 0.086
C -2.5292 4.1580 -6.2562 0.00 0.00 0.00 -0.610
C 1.5744 1.7619 3.0070 0.00 0.00 0.00 0.035
H -5.2986 2.0315 -7.5760 0.00 0.00 0.00 0.089
C -2.9771 0.7184 -6.8206 0.00 0.00 0.00 -0.086